Below is a 2-piece molecular cluster, C5H14N2O overall, with properties calculated with ωB97M-V with the def2-TZVPD basis set.

The geometry in XYZ format:
```
22
Properties=species:S:1:pos:R:3:forces:R:3:nbo_charge:R:1
C 1.730182 0.716941 0.368543 -0.0422 -0.1129 0.0241 -0.62
C -0.361471 -0.634123 -1.507559 -0.1994 0.1607 0.0605 -0.70
C 0.798633 -0.466355 0.616547 -0.0973 0.1374 0.2503 0.00
C 0.450102 -1.302013 -0.519253 0.1167 0.0395 0.0064 0.23
N 0.411941 -2.645760 -0.354260 -0.0270 -0.1207 0.0493 -0.77
O 1.259921 -1.262571 1.713190 -0.1061 0.1445 -0.1909 -0.74
H 1.061381 -0.792819 2.529311 0.0147 -0.0226 -0.0632 0.48
H 0.698489 -3.025980 0.534086 -0.0351 0.0447 -0.0753 0.42
H -0.129767 -3.223264 -0.974022 0.0352 0.0718 0.0491 0.39
H 2.752029 0.365985 0.218038 -0.0237 0.0086 -0.0039 0.22
H 1.419428 1.296707 -0.499939 -0.0070 -0.0363 -0.0088 0.21
H 1.717040 1.384871 1.234033 -0.0037 -0.0268 -0.0183 0.20
H -0.812539 -1.287023 -2.254387 0.0133 0.0113 0.0432 0.22
H -1.169659 -0.113456 -0.816972 0.1259 -0.1613 -0.2425 0.25
H 0.110242 0.223209 -1.991174 0.0370 -0.0371 -0.0026 0.22
C -1.796293 1.154795 0.448140 -0.1889 0.3851 0.0436 -0.45
N -1.417451 2.398162 -0.196988 0.0322 -0.2567 0.0383 -0.84
H -1.317696 2.296576 -1.200871 -0.0227 -0.0007 0.0546 0.35
H -0.541757 2.758527 0.159557 -0.0376 -0.0243 -0.0063 0.35
H -1.791440 1.282783 1.530940 0.0568 -0.0250 -0.0293 0.17
H -2.802285 0.856169 0.149807 0.0753 -0.0360 -0.0422 0.18
H -0.269030 0.018640 0.813230 0.2839 -0.1432 0.0638 0.22
```
Forces are in eV/Å.

F_max ... 0.43 eV/A
Gap between HOMO and LUMO (spin up / spin down) ... 7.0 / 6.1 eV
Spin multiplicity ... 1
ΔE to the lowest compared entry with this formula, charge and spin ... 483.90 kJ/mol
HOMO level (spin up / spin down) ... -6.33 / -5.46 eV